{
  "formula": "C4H7N3",
  "method": "ωB97M-V with the def2-TZVPD basis set",
  "elements": ["N", "C", "C", "N", "C", "N", "C", "H", "H", "H", "H", "H", "H", "H"],
  "positions_angstrom": [[2.1374, -0.6048, 0.5250], [0.9516, -0.1478, -0.0518], [0.4836, 1.1601, 0.0162], [-0.7209, 1.2042, -0.6556], [-1.1626, -0.0938, -0.7312], [-2.2553, -0.1438, 0.2032], [-0.0614, -0.9421, -0.6246], [2.8818, 0.0744, 0.4859], [2.4376, -1.5047, 0.1803], [0.9905, 2.0486, 0.3543], [-1.4439, 1.8825, -0.4563], [-2.4704, -1.1080, 0.4365], [-1.6694, 0.1999, 1.0008], [-0.0985, -2.0246, -0.6826]],
  "atomic_forces_ev_per_a": [[0.27, 0.02, -0.17], [-0.04, 0.13, -0.06], [0.58, 0.18, -0.52], [-0.02, -0.03, 0.51], [0.19, 0.10, -0.06], [-0.20, -0.31, -0.02], [0.03, 0.02, 0.24], [0.12, -0.13, -0.03], [0.03, 0.11, 0.01], [0.16, 0.06, -0.26], [0.26, 0.04, 0.15], [-0.23, 0.02, -0.18], [-1.13, -0.40, 0.11], [-0.02, 0.20, 0.27]],
  "de_lowest_kj_mol": 205.0,
  "total_energy_ha": -320.80522,
  "homo_energy_ha": -0.2700,
  "smiles": "Nc1c[nH]c(N)c1"
}